Entry from the Open Molecules 2025 dataset: C3H6BNO2S in the gas phase (ωB97M-V/def2-TZVPD).

Each line ends with the Mulliken charge.
CARTESIAN COORDINATES (ANGSTROEM)
B1 -1.71434 -0.10572 0.11739  0.492
C1 1.82627 1.03389 -0.10408  -0.168
C2 2.44340 -0.39660 -0.00971  -0.522
C3 -0.08435 -0.02515 -0.12347  0.260
N1 0.55988 1.17629 -0.16870  -0.354
O1 -2.43953 1.01410 -0.31819  -0.651
O2 -2.25286 -1.44354 0.12854  -0.623
S1 0.93456 -1.38968 -0.20054  -0.051
H1 2.39326 1.94188 -0.26686  0.413
H2 2.98566 -0.74580 -0.99908  0.293
H3 2.89736 -0.64013 0.88005  0.378
H4 -1.37450 0.02500 1.49577  -0.015
H5 -3.30766 0.96595 0.13245  0.299
H6 -2.86716 -1.41049 -0.56357  0.249

Values from the calculation:
relative energy (zero: lowest compared OMol25 entry of this formula, charge and spin): 13.42 kJ/mol
max |F|: 4.96 eV Å⁻¹
total energy: -746.165319 Ha
gap between HOMO and LUMO: 7.26 eV
total charge: 0